[1]
Computed, not measured: a structure of composition C37H31N4O7PdS2Si, with ωB97M-V/def2-TZVPD.

Spin multiplicity: 5
Expectation value of S²: 6.061
LUMO level (spin up / spin down): -0.133 / -0.235 Eh
Net charge: +1

XYZ file:
```
83
Properties=species:S:1:pos:R:3:lowdin_spin:R:1
Pd 0.590 -0.634 -1.577 0.737
O -0.678 -0.582 -5.737 0.050
C -0.124 -0.867 -4.700 0.018
O -0.533 -0.630 -3.513 0.093
C 1.146 -1.683 -4.758 0.230
C 1.319 -2.735 -5.641 -0.021
C 2.337 -3.634 -5.406 0.201
C 3.164 -3.616 -4.252 0.008
C 3.000 -2.580 -3.399 0.098
C 2.141 -1.450 -3.727 0.069
O 2.231 -0.352 -3.153 0.235
N 3.574 -2.639 -2.059 0.007
O 2.877 -2.167 -1.165 0.031
O 4.621 -3.208 -1.901 0.008
N 2.493 -4.787 -6.315 0.017
O 1.696 -4.887 -7.217 0.015
O 3.404 -5.549 -6.076 0.037
H 0.630 -2.875 -6.463 -0.004
H 3.838 -4.436 -4.047 -0.002
S 1.649 0.164 0.359 0.733
C 0.558 1.406 0.927 0.281
N 0.953 2.071 2.039 0.359
C 0.256 3.306 2.384 0.027
C -1.219 3.124 2.108 0.016
N -1.408 2.735 0.722 0.137
C -2.462 3.432 -0.021 0.022
C -2.152 4.905 -0.106 0.007
C -2.897 5.837 0.603 0.002
C -2.579 7.187 0.535 0.000
C -1.512 7.607 -0.241 0.001
C -0.764 6.680 -0.957 0.000
C -1.085 5.335 -0.891 0.001
C -0.581 1.819 0.187 0.155
S -0.889 1.195 -1.393 0.266
C 1.975 1.606 2.977 0.033
C 1.329 1.243 4.292 0.017
C 1.696 1.896 5.461 0.003
C 1.082 1.571 6.663 0.002
C 0.091 0.603 6.693 0.002
C -0.281 -0.048 5.525 0.001
C 0.337 0.267 4.327 0.003
H 0.668 4.120 1.777 0.013
H 0.433 3.517 3.438 0.001
H -1.745 4.062 2.283 0.001
H -1.632 2.357 2.770 0.003
H -3.417 3.254 0.479 0.005
H -2.520 2.991 -1.015 0.007
H -3.739 5.510 1.202 0.000
H -3.168 7.908 1.084 0.000
H -1.266 8.658 -0.299 0.000
H 0.058 7.009 -1.576 0.000
H -0.512 4.613 -1.462 0.000
H 2.693 2.418 3.108 0.009
H 2.492 0.755 2.538 0.006
H 2.468 2.654 5.436 0.000
H 1.377 2.076 7.571 0.000
H -0.392 0.353 7.628 0.000
H -1.052 -0.806 5.548 0.000
H 0.047 -0.252 3.420 0.000
C -0.535 -4.984 -3.791 0.000
C -1.623 -4.133 -3.952 0.001
C -1.879 -3.154 -3.010 0.000
C -1.062 -3.026 -1.877 0.004
C 0.027 -3.895 -1.727 0.003
C 0.290 -4.868 -2.682 0.001
Si -1.354 -1.660 -0.664 -0.005
C -0.961 -2.034 1.111 0.010
C -2.028 -1.997 2.013 -0.002
C -1.855 -2.375 3.338 0.010
C -0.608 -2.790 3.780 0.000
C 0.466 -2.824 2.902 0.007
C 0.291 -2.451 1.579 0.021
H -0.339 -5.748 -4.532 0.000
H -2.263 -4.230 -4.817 0.000
H -2.703 -2.471 -3.164 0.000
H 0.661 -3.832 -0.851 0.000
H 1.122 -5.546 -2.549 0.000
H -2.666 -1.013 -0.774 0.004
H -3.007 -1.677 1.682 0.000
H -2.694 -2.353 4.017 0.001
H -0.473 -3.093 4.809 0.000
H 1.437 -3.154 3.244 0.000
H 1.140 -2.520 0.905 0.005
```



[2]
Computed, not measured: a structure of composition C10H15BClErO2Ru in a non-equilibrium geometry, with ωB97M-V/def2-TZVPD.

Spin multiplicity: 9
Expectation value of S²: 20.019
LUMO level (spin up / spin down): 0.110 / 0.044 Eh
Net charge: -1

XYZ file:
```
31
Properties=species:S:1:pos:R:3:lowdin_spin:R:1
Ru -1.627 2.425 -0.283 2.824
Cl -2.322 4.259 0.993 0.172
C -2.816 0.911 0.577 0.162
C -0.462 3.546 -1.551 0.165
H -3.708 1.381 0.131 0.031
H -2.824 -0.154 0.240 0.007
H -2.935 1.051 1.665 0.025
H -1.263 3.896 -2.241 0.034
H 0.303 3.082 -2.205 0.011
H -0.110 4.391 -0.929 0.027
Er -0.290 0.029 -0.118 3.803
C 1.978 0.366 -0.420 0.038
C -1.394 1.141 -1.790 0.527
H 2.281 0.288 -1.474 0.002
H 2.304 1.353 -0.057 0.004
H 2.530 -0.398 0.151 0.002
H -0.840 1.439 -2.703 0.039
H -2.197 0.399 -1.941 0.057
O 1.196 -1.847 2.228 0.008
B 0.130 -2.133 1.317 0.054
O -0.135 -3.521 1.461 0.008
C 0.708 -4.026 2.386 0.001
C 0.961 -5.346 2.698 0.000
C 2.134 -5.614 3.422 0.000
C 2.955 -4.580 3.889 0.000
C 2.628 -3.233 3.651 0.000
C 1.529 -2.997 2.857 0.001
H 0.288 -6.125 2.348 0.000
H 2.392 -6.649 3.630 0.000
H 3.861 -4.808 4.454 0.000
H 3.227 -2.391 3.997 0.000
```



[3]
Computed, not measured: a structure of composition C8H21ClHoIO2P2 in a non-equilibrium geometry, with ωB97M-V/def2-TZVPD.

Spin multiplicity: 5
Expectation value of S²: 6.005
LUMO level (spin up / spin down): -0.286 / -0.284 Eh
Net charge: +2

XYZ file:
```
36
Properties=species:S:1:pos:R:3:lowdin_spin:R:1
C 4.313 3.732 -0.950 -0.001
I 2.385 2.543 -0.937 -0.005
H 4.855 3.441 -0.048 0.000
H 4.047 4.794 -0.949 0.000
H 4.848 3.455 -1.864 0.000
Ho 0.746 0.643 0.326 4.033
P 0.932 -1.694 -1.283 -0.006
C 0.822 -1.678 -3.119 -0.001
C 2.761 -1.914 -1.011 0.000
H 0.440 -3.541 0.213 0.000
H 0.875 -4.152 -1.419 0.000
H -0.749 -3.443 -1.139 0.000
C 0.315 -3.380 -0.868 -0.001
H 2.943 -2.054 0.066 0.000
H 3.101 -2.801 -1.564 0.000
H 1.326 -2.555 -3.542 0.000
H 1.300 -0.764 -3.483 0.000
H 3.289 -1.023 -1.381 0.000
H -0.238 -1.690 -3.394 0.000
C -0.619 0.949 -1.837 -0.002
O -1.081 1.524 -2.708 0.000
Cl 0.862 -1.118 2.116 -0.010
C -3.324 2.372 2.408 0.000
P -1.919 1.245 2.171 0.000
C -2.784 -0.087 1.230 0.000
C -0.919 1.712 3.634 0.000
O -0.976 1.712 1.006 -0.005
H -3.373 2.722 3.464 0.000
H -4.282 1.834 2.228 0.000
H -3.256 3.248 1.729 0.000
H -3.166 0.368 0.291 0.000
H -2.100 -0.908 0.957 0.000
H -3.628 -0.463 1.834 0.000
H 0.016 1.133 3.706 0.000
H -0.670 2.792 3.551 0.000
H -1.454 1.594 4.582 0.000
```



[4]
Computed, not measured: an isolated molecule of CH4N2O2 in a non-equilibrium geometry, with ωB97M-V/def2-TZVPD.

Spin multiplicity: 1
SMILES string: NC(=O)NO
LUMO level: 0.028 Eh
Net charge: 0

XYZ file:
```
9
Properties=species:S:1:pos:R:3:nbo_charge:R:1
C -0.669 -0.317 0.040 0.747
H -0.004 1.307 0.766 0.385
H -1.501 1.420 -0.023 0.403
H 0.628 -1.937 -0.230 0.383
H 1.453 0.553 -0.580 0.472
N -0.511 1.107 -0.048 -0.875
N 0.597 -0.968 0.185 -0.358
O -1.677 -0.952 -0.061 -0.599
O 1.683 -0.214 -0.050 -0.557
```



[5]
Computed, not measured: a cluster of 2 separate species, C3HCl2FO in total in a non-equilibrium geometry, with ωB97M-V/def2-TZVPD.

Spin multiplicity: 1
LUMO level: -0.037 Eh
Net charge: 0

XYZ file:
```
8
Properties=species:S:1:pos:R:3:nbo_charge:R:1
C -1.246 -0.378 -0.866 0.672
C -0.882 0.417 0.130 -0.107
C 1.280 -0.661 0.876 -0.112
O -1.651 -1.014 -1.759 -0.383
F -0.552 1.750 -0.248 -0.341
Cl 2.190 0.883 1.080 -0.035
Cl 1.938 -1.546 -0.425 0.035
H -1.076 0.548 1.212 0.271
```



[6]
Computed, not measured: an isolated molecule of C5H9N3 in a non-equilibrium geometry, with ωB97M-V/def2-TZVPD.

Spin multiplicity: 1
LUMO level: 0.034 Eh
Net charge: 0

XYZ file:
```
17
Properties=species:S:1:pos:R:3:nbo_charge:R:1
C 0.950 -1.512 0.059 -0.287
C 0.283 1.654 -0.137 0.057
C -1.107 0.886 0.204 -0.117
C -1.606 -0.456 -0.491 -0.378
C -0.295 -0.749 0.050 -0.134
H 1.135 -1.983 1.056 0.234
H 0.797 -1.899 -1.019 0.233
H 2.642 -0.082 -0.587 0.379
H 0.187 2.767 -0.352 0.193
H -1.950 1.545 0.861 0.186
H -1.899 -0.474 -1.577 0.221
H -2.345 -1.188 0.102 0.208
H 0.053 -0.060 -0.812 0.182
H 0.402 0.496 1.469 0.362
N 1.884 -0.048 0.221 -0.438
N 1.341 1.067 -0.225 -0.295
N -0.471 0.036 1.179 -0.605
```



[7]
Computed, not measured: a cluster of 5 separate species, C29H70BClN2O8PS in total, with ωB97M-V/def2-TZVPD.

Spin multiplicity: 1
LUMO level: -0.113 Eh
Net charge: +1

XYZ file:
```
113
Properties=species:S:1:pos:R:3:mulliken_charge:R:1
C 1.107 0.994 -0.709 -0.721
C 0.868 -0.211 0.185 -0.119
O 1.806 -0.328 1.249 -0.498
C 1.719 0.686 2.221 -0.340
C 2.144 0.059 3.530 -0.736
O 2.099 1.072 4.547 0.289
C 2.288 0.667 5.887 -1.294
C 3.417 1.540 6.438 -0.530
B 4.782 1.541 5.589 0.435
O 5.730 2.537 5.656 -0.507
O 4.981 0.453 4.839 -0.423
C 6.232 0.171 4.176 -0.296
C 7.241 -0.414 5.141 -1.091
N 2.707 2.895 6.612 0.365
N 3.001 3.945 5.693 -0.774
C 1.148 2.604 6.696 -0.766
Cl 0.304 3.360 5.363 -0.042
C 1.061 1.080 6.761 0.888
S 1.440 0.524 8.494 -0.100
P -0.615 0.196 6.527 -0.072
C -1.659 1.455 7.378 -1.137
C -1.178 0.389 4.782 -0.185
C -1.218 -0.938 4.007 -1.157
H 2.090 0.929 -1.179 0.246
H 0.346 1.031 -1.492 0.175
H 1.042 1.931 -0.150 0.309
H -0.154 -0.181 0.591 0.134
H 0.974 -1.131 -0.391 0.351
H 2.383 1.529 1.985 0.288
H 0.698 1.088 2.290 0.414
H 3.170 -0.305 3.448 0.112
H 1.502 -0.780 3.801 0.133
H 2.512 -0.401 5.960 0.783
H 3.674 1.226 7.452 0.325
H 5.826 3.028 6.493 0.327
H 6.598 1.093 3.720 0.381
H 5.977 -0.529 3.384 0.290
H 7.040 -1.467 5.338 0.322
H 8.248 -0.333 4.732 0.372
H 7.230 0.123 6.091 0.253
H 2.937 3.253 7.538 0.472
H 3.967 4.216 5.846 0.358
H 2.910 3.540 4.763 0.295
H 0.804 3.102 7.596 0.647
H 1.200 1.705 9.079 0.182
H -2.533 0.939 7.777 0.401
H -1.144 1.905 8.230 0.329
H -1.985 2.252 6.713 0.384
H -0.629 1.173 4.258 0.062
H -2.199 0.769 4.891 0.622
H -0.524 -1.674 4.417 0.381
H -2.208 -1.390 4.053 0.420
H -0.972 -0.792 2.956 0.043
C -2.478 2.169 -4.436 -0.750
C -2.725 2.260 -2.944 -0.247
O -1.538 2.350 -2.157 -0.389
C -0.699 3.457 -2.435 -0.070
C -1.356 4.809 -2.221 -1.295
H -1.824 1.326 -4.669 -0.064
H -3.427 2.018 -4.952 0.407
H -2.017 3.068 -4.847 0.371
H -3.219 1.353 -2.599 0.192
H -3.399 3.095 -2.720 0.281
H -0.294 3.393 -3.451 0.263
H 0.143 3.341 -1.748 0.284
H -2.184 4.975 -2.911 0.291
H -0.626 5.602 -2.388 0.421
H -1.737 4.898 -1.202 0.306
C 0.353 -1.392 -8.607 -1.031
C 0.748 -0.106 -7.903 -0.306
O 0.064 0.120 -6.681 -0.402
C 0.248 -0.858 -5.673 0.309
C 1.685 -1.012 -5.212 -1.185
H -0.722 -1.416 -8.790 0.270
H 0.868 -1.455 -9.566 0.401
H 0.624 -2.277 -8.030 0.252
H 0.486 0.753 -8.521 0.343
H 1.833 -0.076 -7.751 0.301
H -0.166 -1.824 -5.986 0.002
H -0.359 -0.506 -4.837 0.064
H 2.345 -1.384 -5.997 0.316
H 1.718 -1.719 -4.381 0.289
H 2.072 -0.052 -4.866 0.350
C -1.076 -4.866 -4.246 -0.946
C 0.224 -4.514 -3.544 -0.356
O 0.137 -3.353 -2.730 -0.331
C -0.809 -3.409 -1.676 0.225
C -0.528 -4.498 -0.655 -1.338
H -1.420 -4.024 -4.849 0.085
H -0.925 -5.725 -4.901 0.477
H -1.864 -5.129 -3.540 0.281
H 0.989 -4.273 -4.283 0.387
H 0.591 -5.370 -2.969 0.287
H -1.829 -3.512 -2.065 0.013
H -0.750 -2.425 -1.209 0.153
H -0.607 -5.496 -1.085 0.352
H -1.254 -4.434 0.158 0.428
H 0.473 -4.383 -0.237 0.316
C -4.323 -2.160 -4.719 -0.986
C -4.375 -1.600 -3.309 -0.094
O -4.967 -0.317 -3.199 -0.379
C -6.311 -0.206 -3.642 -0.375
C -7.285 -1.111 -2.909 -1.119
H -3.797 -1.473 -5.383 0.293
H -3.788 -3.111 -4.710 0.218
H -5.315 -2.345 -5.133 0.343
H -3.358 -1.453 -2.939 0.121
H -4.867 -2.307 -2.630 0.310
H -6.376 -0.377 -4.723 0.341
H -6.567 0.839 -3.466 0.355
H -7.078 -2.167 -3.085 0.271
H -8.298 -0.913 -3.259 0.394
H -7.248 -0.926 -1.834 0.296
```



[8]
Computed, not measured: a cluster of 2 separate species, C5H7N in total in a non-equilibrium geometry, with ωB97M-V/def2-TZVPD.

Spin multiplicity: 1
LUMO level (spin up / spin down): -0.040 / -0.025 Eh
Net charge: 0

XYZ file:
```
13
Properties=species:S:1:pos:R:3:nbo_charge:R:1
C -1.001 0.127 2.016 0.292
C -0.873 -0.376 0.609 -0.300
C 0.233 0.462 1.255 0.020
C -0.282 0.773 -0.151 -0.239
C 0.598 0.467 -1.303 -0.614
N -1.733 -0.064 3.003 -0.652
H -0.911 -1.407 0.369 0.241
H 2.209 -0.947 1.030 -0.011
H -0.919 1.697 -0.211 0.220
H 1.637 -0.075 -0.921 0.219
H 0.682 1.282 -1.984 0.228
H 0.198 -0.288 -1.848 0.213
H -1.519 0.153 4.014 0.384
```



no.,total energy (Ha)
1,-3387.52437
2,-2135.36763
3,-2856.09056
4,-300.44927
5,-1210.21563
6,-359.82989
7,-3082.68739
8,-249.16541